(1)
Below is one molecule with the formula C3H4ClNO2, with properties calculated with wB97M-V/def2-TZVPD.

Geometry as XYZ:
```
11
Properties=species:S:1:pos:R:3:forces:R:3:lowdin_charge:R:1
Cl 1.2729 -3.5997 1.5806 0.02 -1.73 -0.25 0.690
O -1.1953 -1.9549 0.0775 0.52 0.09 -0.06 0.111
O 0.3981 -0.3694 -0.0938 0.81 1.13 -0.39 -0.017
N 1.1933 -1.2919 2.7429 0.37 0.17 2.79 0.060
C -0.1707 -1.4199 0.3743 0.74 -2.05 3.84 -0.476
C 0.8069 -1.9953 1.8166 -1.45 1.12 -3.59 -0.756
C -0.3353 0.3398 -1.1130 1.36 2.20 0.96 -0.007
H 0.0684 0.0400 -2.0855 -0.12 0.81 0.22 0.112
H -0.4320 1.4380 -0.7539 1.32 -1.51 -1.24 0.139
H 1.6576 -1.8506 3.5544 -0.73 1.18 -2.01 0.103
H -1.3175 0.1037 -0.9975 -2.86 -1.41 -0.28 0.040
```
Positions in Å, forces in eV/Å.

Computed properties:
**2S+1**: 1
**Total energy**: -782.07788 hartree
**E_LUMO**: 0.781 eV
**Relative energy (zero: lowest compared OMol25 entry of this formula, charge and spin)**: 48.4 kcal/mol
**SMILES**: [H]/N=C(\Cl)C(=O)OC

=====

(2)
Below is one molecule with the formula C48H52BrN5O4S, with properties calculated with wB97M-V/def2-TZVPD.

Geometry as XYZ:
```
111
Properties=species:S:1:pos:R:3:forces:R:3:lowdin_charge:R:1
Br 3.9116 -1.0773 4.7130 0.04 -0.66 0.16 0.782
S -2.4546 -1.5383 2.8012 1.02 0.23 -0.71 0.743
O 2.9146 1.2681 3.5521 -1.67 0.00 -0.30 -0.132
O -2.7943 -2.7313 2.0650 -0.01 0.47 0.18 -0.316
O 0.9715 2.2492 3.2492 0.42 -0.61 -0.29 -0.058
O -3.1036 -0.2791 2.5229 0.07 -0.49 0.18 -0.284
N 1.6974 1.2034 3.2313 0.21 -0.60 -0.07 -0.355
N 1.2115 0.7490 -2.0941 -2.51 0.64 0.16 0.046
N -0.7906 0.6827 -1.3565 1.81 0.28 -0.91 0.032
N -0.7852 -1.2275 2.4056 -2.14 -0.72 -0.53 -0.069
N -0.0758 0.7018 -2.4972 0.63 -0.50 1.70 0.205
C -2.2186 -1.2976 5.5948 0.01 -0.17 -0.25 -0.030
C -2.0338 4.2019 -0.8755 -0.05 0.03 0.19 -0.040
C -1.6767 -2.0692 -2.6653 0.04 0.13 -0.35 -0.060
C 2.7244 -0.4322 -3.6207 -0.13 -0.26 0.22 -0.138
C 2.8634 4.5740 -3.4959 0.02 -0.06 0.13 -0.073
C 2.5813 1.1451 -0.1017 1.46 0.26 0.94 -0.148
C -2.7214 -2.0303 4.5125 0.11 0.21 0.59 -0.263
C 2.7525 2.2220 0.7951 0.08 -0.27 -1.07 -0.024
C -0.0294 -3.3622 3.4191 0.21 -0.01 -0.10 -0.048
C -3.4400 -3.3861 8.5464 0.07 0.04 0.16 -0.051
C -3.1968 -2.9046 7.1441 0.07 0.18 -0.26 -0.269
C -5.0007 0.8702 -1.6342 0.20 0.03 0.17 -0.037
C 2.7907 2.0127 -3.5386 -0.28 0.17 0.31 -0.114
C 0.0248 0.7732 -0.2336 -1.38 0.09 -0.61 -0.049
C -3.5082 -3.1659 4.7551 0.29 -0.13 -0.22 -0.051
C 2.0500 -3.2060 4.6443 -0.48 -0.46 0.03 -0.154
C 2.0303 3.3093 -3.2806 0.34 -0.08 0.47 -0.363
C 0.1773 -2.0509 3.0091 0.76 -0.63 0.77 -0.221
C -2.2749 -1.7843 -1.2906 -0.08 0.06 0.67 -0.354
C -0.2990 0.1593 2.3127 -0.44 -0.24 2.28 -0.262
C -0.6122 0.9622 1.0866 -0.98 0.79 -0.27 -0.047
C 1.2879 -2.2464 -4.5748 -0.10 0.09 -0.11 -0.062
C 1.1081 0.0087 2.7747 1.55 2.19 0.42 -0.108
C -2.9879 -0.4352 -1.3020 0.41 -0.10 -0.07 -0.112
C -4.3752 -0.3419 -1.3390 -0.11 0.06 -0.16 -0.008
C -2.8447 1.9716 -1.7588 0.24 0.37 0.13 -0.113
C 2.3068 -1.9256 4.1433 -0.69 0.02 -0.51 -0.587
C -2.4821 3.9101 -3.3397 0.02 -0.15 -0.02 -0.069
C -3.1774 -2.9443 -0.8731 -0.05 0.03 0.11 -0.084
C -2.0213 3.2303 -2.0482 0.06 -0.51 0.00 -0.379
C 3.9318 2.0010 -4.3402 -0.16 -0.26 -0.13 -0.014
C 1.2924 0.8724 -0.7133 1.05 -0.32 -1.20 -0.055
C 3.7045 0.3684 -0.4537 -0.19 0.02 0.06 -0.017
C 3.8219 -0.4123 -4.4835 0.03 0.27 -0.04 -0.020
C 1.3467 -1.3009 3.3022 0.09 -0.61 0.69 -0.114
C 0.8078 3.3384 -4.1934 -0.19 -0.15 -0.29 -0.061
C 0.8906 -3.9360 4.2994 0.88 0.58 -0.06 -0.085
C 3.0102 -2.8406 -2.8401 0.06 -0.02 0.07 -0.054
C 2.2642 0.7820 -3.0891 0.60 -0.13 -0.89 -0.097
C 5.1258 1.7310 0.9485 -0.28 -0.08 -0.17 -0.063
C -2.4503 -1.7465 6.8986 -0.04 0.05 -0.14 -0.024
C -4.2377 2.0143 -1.8518 -0.11 -0.21 0.05 -0.021
C 4.0230 2.5059 1.3039 -0.21 -0.02 -0.02 -0.068
C 4.4461 0.7905 -4.8067 -0.06 -0.16 0.07 -0.041
C -3.7249 -3.6031 6.0568 0.00 0.25 -0.13 -0.033
C -2.2422 0.7525 -1.4219 -0.59 -0.21 -0.71 -0.091
C 4.9693 0.6712 0.0435 -0.18 0.15 0.26 -0.057
C 2.0385 -1.7686 -3.3306 0.03 0.46 0.27 -0.382
H 2.4493 -3.7273 -2.5224 0.15 0.12 -0.09 0.088
H -0.8337 0.7156 3.1082 0.06 0.14 -0.35 0.146
H -1.0516 -1.2401 -3.0102 -0.14 -0.33 -0.08 0.042
H 6.0960 1.9362 1.4068 -0.29 -0.05 -0.28 0.110
H 4.3983 2.9452 -4.6382 -0.25 -0.45 0.10 0.112
H 0.6090 -1.4666 -4.9425 0.10 -0.19 0.03 0.086
H 2.2803 5.4463 -3.1813 0.12 -0.11 -0.09 0.084
H -1.6382 -0.3929 5.4095 -0.08 -0.22 0.12 0.124
H 2.7675 -3.6502 5.3359 -0.17 0.17 -0.24 0.087
H -1.8100 4.7374 -3.5970 -0.23 -0.12 0.09 0.070
H -3.9252 -3.1532 -1.6480 0.11 0.00 0.10 0.084
H -3.9223 -3.7301 3.9225 0.17 0.18 0.13 0.113
H -1.6978 0.8737 0.9187 0.30 0.11 0.13 0.116
H 3.7898 4.5521 -2.9114 -0.13 0.04 -0.10 0.089
H -3.4953 4.3099 -3.2196 0.19 -0.01 -0.13 0.076
H -0.4355 2.0099 1.4016 0.02 -0.43 -0.14 0.132
H 5.3160 0.7878 -5.4619 -0.16 0.01 0.18 0.111
H 4.1799 -1.3618 -4.8930 -0.06 0.43 0.11 0.118
H 1.8889 2.8424 1.0309 0.29 -0.11 0.21 0.114
H 3.5538 -0.4953 -1.1062 0.21 0.33 0.22 0.096
H -3.0044 -2.6843 9.2632 -0.11 -0.16 -0.01 0.076
H 3.5998 -2.4873 -1.9869 -0.06 -0.13 -0.14 0.075
H -1.3960 5.0672 -1.0951 -0.13 -0.13 0.08 0.086
H -2.4830 -2.2097 -3.4007 0.20 0.01 0.15 0.098
H 1.6914 3.2952 -2.2306 0.05 0.06 -0.20 0.134
H -1.6660 3.7199 0.0392 -0.11 0.16 -0.12 0.077
H 3.6992 -3.1348 -3.6420 -0.11 0.00 0.21 0.079
H -6.0874 0.9099 -1.7165 0.29 0.03 0.09 0.112
H 3.1124 4.6981 -4.5579 -0.03 0.03 0.22 0.081
H 0.6983 -3.1422 -4.3456 0.14 0.15 -0.08 0.077
H -2.0521 -1.1904 7.7524 -0.08 -0.13 -0.38 0.118
H -4.7258 2.9590 -2.1003 0.14 -0.34 0.06 0.115
H 1.3073 -1.5777 -2.5355 0.05 -0.21 -0.09 0.113
H -4.9689 -1.2412 -1.1650 0.18 0.34 -0.18 0.115
H -2.9865 -4.3700 8.7100 -0.04 0.14 -0.04 0.086
H 5.8343 0.0756 -0.2521 -0.30 0.09 0.12 0.107
H 1.1278 3.3365 -5.2479 -0.09 0.02 0.29 0.101
H -0.8740 -3.9254 3.0371 -0.07 0.14 0.29 0.102
H -3.0573 4.5570 -0.6965 0.22 -0.02 0.06 0.089
H 0.2142 4.2431 -4.0147 0.15 -0.22 -0.05 0.070
H -4.3207 -4.4997 6.2343 0.13 0.22 -0.09 0.120
H -0.9944 2.8808 -2.1969 -0.08 0.31 -0.02 0.091
H 1.9992 -2.4886 -5.3767 -0.18 0.04 0.15 0.084
H -1.0645 -2.9781 -2.6448 -0.14 0.10 0.04 0.083
H 4.1332 3.3318 2.0066 -0.04 -0.30 -0.17 0.118
H -1.4591 -1.7125 -0.5520 -0.13 -0.09 -0.12 0.133
H -4.5110 -3.4827 8.7569 0.16 0.05 -0.05 0.085
H 0.7327 -4.9339 4.7184 0.09 0.37 -0.27 0.100
H -2.4779 3.1910 -4.1690 -0.06 0.22 0.11 0.094
H 0.1803 2.4520 -4.0300 0.07 0.37 -0.19 0.059
H -3.6702 -2.7437 0.0822 0.04 -0.08 -0.33 0.055
H -2.5672 -3.8422 -0.7326 -0.10 0.10 -0.06 0.090
```
Positions in Å, forces in eV/Å.

Computed properties:
**2S+1**: 1
**Total energy**: -5407.07008 hartree
**E_LUMO**: -0.474 eV

=====

(3)
Below is a 2-piece molecular cluster, C4H10N2O2 overall, with properties calculated with wB97M-V/def2-TZVPD.

Geometry as XYZ:
```
18
Properties=species:S:1:pos:R:3:forces:R:3:lowdin_charge:R:1
O 1.9065 0.6824 2.3473 -1.00 0.20 -1.70 0.028
O -2.3451 -0.6350 -0.8290 0.29 0.43 2.33 0.016
N -0.2057 1.1565 1.5202 1.93 1.68 -4.52 0.116
N -1.1147 -1.0563 -2.5541 3.31 0.38 -0.08 0.089
C 1.2241 1.0137 1.3776 -1.32 0.58 1.26 -0.561
C 1.8023 1.3588 0.0050 1.34 -1.07 -1.41 -0.037
C -1.2309 -1.0012 -1.1565 -3.83 -0.29 -4.22 -0.634
C -0.1765 -1.6047 -0.3584 1.72 0.84 1.74 -0.027
H -0.5115 0.9210 2.4131 -1.05 -0.11 1.47 0.061
H 1.3564 2.2621 -0.4313 0.11 -0.12 0.33 0.070
H -1.8163 -0.5164 -3.1718 2.05 -1.06 1.66 0.144
H 2.9479 1.4746 0.0555 -1.92 -0.10 0.17 0.108
H 0.4502 -0.7430 -0.0179 -0.34 -0.92 -0.32 0.038
H -0.0443 -1.0940 -2.6928 -2.56 0.31 -1.32 0.114
H 1.6262 0.5349 -0.8072 0.22 1.35 1.67 0.090
H 0.5251 -2.3645 -0.7935 -1.17 0.58 0.24 0.113
H -0.8119 1.7094 0.7593 1.87 -2.02 2.77 0.171
H -0.6838 -1.8642 0.5721 0.34 -0.68 -0.09 0.100
```
Positions in Å, forces in eV/Å.

Computed properties:
**2S+1**: 1
**Total energy**: -418.38482 hartree
**E_LUMO**: 0.561 eV
**Relative energy (zero: lowest compared OMol25 entry of this formula, charge and spin)**: 47.8 kcal/mol
**SMILES**: CC(N)=O.CC(N)=O

=====

(4)
Below is a 2-piece molecular cluster, Br2HNS overall, with properties calculated with wB97M-V/def2-TZVPD.

Geometry as XYZ:
```
5
Properties=species:S:1:pos:R:3:forces:R:3:lowdin_charge:R:1
Br -3.1087 0.6822 0.0629 1.44 -0.40 -0.52 -0.027
Br 2.6424 -1.1126 1.1915 -0.42 0.17 -0.22 0.069
S -0.9659 0.0629 -1.0661 -0.55 0.34 0.86 0.593
N 0.3172 0.3800 -0.4016 -0.06 -0.23 -0.05 -0.458
H 1.1150 -0.0125 0.2133 -0.41 0.12 -0.08 -0.177
```
Positions in Å, forces in eV/Å.

Computed properties:
**2S+1**: 1
**Total energy**: -5601.45814 hartree
**E_LUMO (spin up / spin down)**: -2.632 / -4.427 eV
**Relative energy (zero: lowest compared OMol25 entry of this formula, charge and spin)**: 41.4 kcal/mol

=====

(5)
Below is C34H46GaN2OSSbSe4 as an isolated structure, with properties calculated with wB97M-V/def2-TZVPD.

Geometry as XYZ:
```
90
Properties=species:S:1:pos:R:3:forces:R:3:lowdin_charge:R:1
Sb -1.6336 -2.2290 -3.9403 0.06 -0.08 0.35 -0.212
Se -0.7471 -0.0224 -2.9531 0.01 -0.05 -0.31 0.318
Se -0.5784 -2.2933 -6.1866 -0.08 0.03 -0.12 0.124
Se -3.9046 -1.8721 -4.5665 0.02 -0.01 -0.12 -0.058
Se -0.7527 -3.7848 -2.3203 -0.26 0.01 0.03 0.061
Ga 0.0298 -0.7238 -0.8987 0.06 0.31 0.16 0.121
S 0.9419 2.6234 -0.5966 -0.02 0.21 0.08 1.013
O 0.5328 1.1804 -0.4070 -0.06 -0.39 0.35 -0.569
N 1.7333 -1.5012 -0.3243 -0.05 -0.41 -0.42 0.028
N -0.7044 -1.6429 0.6782 -0.10 -0.20 0.00 0.027
C -0.6208 4.6615 0.2965 0.02 0.03 0.00 -0.072
C -0.5607 3.5573 -0.5365 -0.09 -0.10 -0.08 -0.390
C 3.7829 -0.2957 1.5104 0.09 -0.08 0.02 -0.350
C -2.9365 4.9730 -0.3188 -0.03 -0.01 -0.03 -0.255
C 0.1333 -2.6644 0.8955 0.13 -0.06 -0.16 -0.157
C -3.1542 -1.5843 1.1043 0.00 -0.10 0.02 -0.126
C -1.5598 -1.5871 2.9531 -0.04 0.05 0.04 -0.134
C 2.5314 -2.5396 -2.9280 0.01 0.03 -0.05 -0.413
C -0.1256 -0.0940 4.3614 0.01 0.01 0.01 -0.057
C -3.7230 0.0415 -0.6690 0.03 0.02 -0.03 -0.065
C -1.8103 5.3701 0.3928 0.03 0.00 0.01 -0.032
C -1.8344 -1.5913 1.5715 0.21 0.12 0.03 -0.123
C -2.8530 3.8450 -1.1381 0.02 0.01 0.01 -0.015
C 3.0553 -1.2322 -0.8175 0.01 0.02 0.33 -0.138
C 3.9634 -0.5525 0.0181 0.02 -0.06 -0.01 -0.124
C 3.6718 -1.5990 2.3131 -0.07 0.02 0.08 -0.049
C -4.7169 -2.2609 -0.7736 0.00 -0.05 -0.02 -0.072
C 1.4252 -2.6129 0.3423 -0.17 0.29 0.13 -0.134
C 2.6856 0.6772 1.9225 -0.02 -0.01 -0.02 -0.060
C -4.2219 5.7441 -0.2227 -0.01 0.01 0.02 -0.042
C 4.6689 -1.2642 -2.5919 -0.02 0.01 -0.05 -0.027
C 0.2865 -2.5742 4.3829 -0.01 -0.02 0.04 -0.054
C 1.3574 2.8121 -2.3223 0.01 -0.06 -0.01 -0.222
C 2.8990 -4.0039 -2.6667 0.02 -0.01 -0.02 -0.061
C -0.1734 -1.3856 3.5403 0.04 0.05 0.00 -0.385
C 2.5815 -2.2492 -4.4233 -0.01 -0.05 0.00 -0.087
C -1.6747 3.1348 -1.2558 0.02 0.09 0.02 -0.073
C 5.5455 -0.5290 -1.8208 0.01 0.02 0.06 -0.069
C -2.6232 -1.6827 3.8439 -0.02 -0.02 -0.01 -0.041
C -4.1806 -1.6768 2.0379 -0.01 0.09 -0.01 -0.028
C -3.9274 -1.7462 3.3953 0.01 -0.01 0.00 -0.062
C -3.4983 -1.4410 -0.3587 0.02 -0.02 -0.04 -0.386
C 5.1980 -0.2011 -0.5206 -0.02 0.02 -0.06 -0.041
C 3.4167 -1.6347 -2.1068 0.05 0.05 -0.09 -0.129
H 1.4938 -2.4197 -2.6126 0.11 0.06 0.02 0.000
H 4.7253 0.1673 1.8162 0.00 -0.02 -0.01 0.122
H 2.9467 -4.2254 -1.5991 -0.04 -0.01 0.01 0.070
H 0.2474 4.9625 0.8693 0.01 0.00 0.02 0.110
H 6.5099 -0.2384 -2.2164 0.02 0.00 0.00 0.104
H 3.9303 -1.4103 3.3568 -0.01 0.00 0.02 0.083
H -4.6190 -3.3018 -0.4622 0.00 0.00 0.01 0.093
H 0.8947 0.1015 4.6956 0.02 0.00 0.02 0.072
H -0.3575 -2.7067 5.2545 0.00 -0.01 0.00 0.078
H 0.5317 2.4799 -2.9470 -0.01 0.01 -0.02 0.011
H 1.5737 3.8682 -2.4781 0.02 0.01 -0.01 0.071
H -4.5504 0.4238 -0.0645 -0.02 0.00 -0.03 0.089
H 2.1547 -4.6615 -3.1175 0.01 0.01 0.00 0.059
H 2.3842 -1.1987 -4.6410 -0.04 0.00 -0.01 0.083
H -4.8144 -2.2405 -1.8577 0.00 0.00 -0.02 0.008
H -0.4621 0.7592 3.7701 0.01 0.00 -0.01 0.087
H -2.4212 -1.7005 4.9076 0.00 0.01 0.01 0.110
H -1.6257 2.2518 -1.8824 -0.03 0.03 0.02 0.031
H -1.8660 6.2342 1.0424 0.00 0.01 0.01 0.116
H -2.8412 0.6431 -0.4338 0.02 -0.01 0.02 0.053
H 2.1526 -3.3951 0.5165 -0.02 -0.01 -0.03 0.137
H -3.9591 0.1811 -1.7256 0.01 -0.01 -0.02 0.071
H -5.0830 5.0801 -0.2850 0.00 0.00 0.00 0.083
H -4.2995 6.4606 -1.0427 0.00 0.00 -0.01 0.090
H 2.2432 2.2065 -2.5101 0.01 0.00 0.00 0.066
H 3.5423 -2.5228 -4.8643 0.01 0.01 0.00 0.076
H 2.7055 0.8007 3.0074 -0.02 0.01 0.01 0.081
H -2.6519 -1.8150 -0.9410 0.01 0.03 -0.04 0.049
H 1.8226 -2.8558 -4.9209 0.00 0.00 -0.03 0.019
H 1.3044 -2.4157 4.7441 0.01 0.01 0.00 0.078
H -3.7272 3.5162 -1.6865 -0.01 -0.01 0.00 0.125
H 2.8428 1.6577 1.4765 -0.01 0.08 -0.07 0.065
H 2.6536 -1.9935 2.2990 0.11 0.03 0.04 0.046
H 5.9065 0.3274 0.1056 0.01 0.00 0.01 0.110
H 0.5372 -1.2591 2.7277 0.02 0.01 -0.03 0.084
H 1.6973 0.3263 1.6370 -0.07 -0.02 -0.01 0.048
H 0.2679 -3.5070 3.8173 0.00 0.00 -0.01 0.075
H -5.6397 -1.8574 -0.3519 0.00 0.00 0.01 0.074
H 3.8767 -4.2350 -3.0970 0.03 0.02 0.02 0.086
H -0.1830 -3.4966 1.5115 0.03 0.02 0.02 0.142
H 4.3446 -2.3680 1.9322 0.03 0.00 -0.01 0.090
H -0.7592 -0.1597 5.2474 -0.02 0.00 0.00 0.076
H 4.9591 -1.5667 -3.5893 -0.01 0.01 0.00 0.110
H -4.2815 6.3004 0.7116 0.00 0.00 0.00 0.079
H -4.7450 -1.8367 4.0984 -0.01 0.01 0.01 0.105
H -5.2036 -1.7000 1.6895 -0.01 -0.01 0.00 0.108
```
Positions in Å, forces in eV/Å.

Computed properties:
**2S+1**: 1
**Total energy**: -13676.95503 hartree
**E_LUMO (spin up / spin down)**: -1.690 / -1.274 eV
**Relative energy (zero: lowest compared OMol25 entry of this formula, charge and spin)**: 0.0 kcal/mol